{"formula": "C8H14N2O3", "method": "the ωB97M-V functional and the def2-TZVPD basis", "elements": ["O", "O", "O", "N", "N", "C", "C", "C", "C", "C", "C", "C", "C", "H", "H", "H", "H", "H", "H", "H", "H", "H", "H", "H", "H", "H", "H"], "xyz": [[0.285837, -1.036826, 0.905191], [2.068418, 2.231911, 1.464257], [-2.152100, 0.513932, -2.910366], [-2.665398, -0.366861, -1.948609], [0.128159, -0.306731, -0.152212], [-2.263138, -2.014604, -0.303996], [-0.150650, 3.043103, 1.796587], [0.164313, 0.955069, -0.178212], [-0.299009, -0.988178, -1.488810], [0.809354, 2.277086, 1.351593], [2.810166, 1.107300, 1.955722], [-1.797114, -1.093014, -1.362544], [0.289982, -2.365263, -1.624419], [-3.136124, -1.670950, -0.047523], [-1.512761, -1.879530, 0.488045], [-1.176873, 2.757913, 1.800882], [0.086419, 3.965141, 2.315299], [-0.296784, -2.857830, -2.444822], [0.208399, -3.091567, -0.750330], [2.737819, 0.993783, 3.084832], [-2.995409, 0.831015, -3.410328], [-2.417345, -3.026994, -0.773274], [-0.021992, 1.561787, -1.202475], [1.350064, -2.239585, -1.834984], [2.462720, 0.178163, 1.581739], [-0.068255, -0.339059, -2.319178], [3.846120, 1.316683, 1.664441]], "forces_ev_per_angstrom": [[0.31, 0.11, -0.74], [2.25, 0.78, -0.13], [-1.78, 0.82, -1.27], [-0.19, -0.47, -0.17], [-0.23, -0.84, -0.36], [3.86, -1.95, -2.01], [0.17, 0.76, 0.67], [1.07, 5.09, 0.23], [-0.94, -0.31, 1.21], [-2.94, -3.69, -2.64], [0.45, 0.46, 1.73], [0.09, 1.01, -0.35], [-0.08, -1.37, 0.15], [-5.00, 1.59, 1.84], [-0.48, -1.02, 0.08], [-0.46, -0.06, -0.81], [0.22, -0.19, 0.38], [0.98, 0.36, 0.34], [-0.09, 1.52, -0.81], [0.01, 0.60, -1.24], [2.26, -0.88, 1.52], [0.58, 0.67, 0.96], [0.38, -1.77, 2.51], [0.03, -0.44, -0.37], [-0.54, -0.75, -0.88], [0.45, 0.15, 0.01], [-0.37, -0.18, 0.15]], "fmax_ev_per_a": 5.56, "total_energy_ev": -17637.131, "total_charge": 0, "lumo_energy_ev": 0.773, "e_above_lowest_kcal_mol": 223.5, "e_homo_ha": -0.31531, "homo_lumo_gap_ha": 0.3437}